Entry 1:
65
Properties=species:S:1:pos:R:3:forces:R:3 method="wB97M-V/def2-TZVPD" total_charge=-2 fmax_ev_per_a=3.74 de_lowest_kj_mol=64.49 e_homo_ha=-0.0794 gap_ev=6.06
Cd -0.04525 -1.33215 -1.18888 0.3213 0.0421 0.5762
O 2.16751 -1.84371 -1.21906 -1.1918 1.9263 -0.3858
C 2.54967 -3.00800 -1.50046 0.2201 -1.1564 1.8557
C 3.77678 -3.20108 -2.13483 0.5925 1.6998 -1.2004
C 4.33688 -4.40357 -2.45423 -0.2836 -0.0353 0.1853
C 3.63449 -5.56090 -2.08278 -0.4481 0.1832 1.1051
C 2.53917 -5.40175 -1.19760 0.6076 -0.7007 -0.8307
C 1.99754 -4.16530 -0.86552 0.1099 -0.6003 -0.4387
C 0.96003 -4.11329 0.14278 -0.7036 -0.5680 0.8455
N 0.10091 -3.17901 0.26264 0.6980 -0.0635 -0.5533
N -0.80444 -3.28884 1.29000 0.7583 -0.5186 0.0352
C -1.61066 -2.28142 1.24728 -2.1732 1.4437 -0.0250
O -1.74816 -1.35069 0.35837 0.4971 -0.8690 1.1814
C -2.61850 -2.18877 2.40088 -0.5732 -0.3013 0.1673
C -2.71651 -0.94759 3.04829 0.7176 0.5360 -0.8129
C -3.71479 -0.75804 3.99063 -0.1769 -1.3705 -0.1606
C -4.66623 -1.79333 4.28173 0.6870 3.5939 0.7821
C -4.55902 -2.98485 3.67878 -0.4749 -1.3671 -0.7513
C -3.51858 -3.21258 2.77989 1.2860 0.7315 -0.3886
H 4.20740 -2.22088 -2.42735 0.1619 -0.8431 0.1500
H 5.33195 -4.32418 -2.88555 -0.1757 -0.7147 -0.3052
H 3.93424 -6.56621 -2.31892 0.3636 -0.1538 -0.0971
H 2.10517 -6.31249 -0.76060 0.0802 0.3869 -0.1720
H 0.85579 -4.94441 0.88884 0.2881 0.3905 -0.6890
H -1.95772 -0.15732 2.71286 -1.3737 -0.9638 0.7914
H -3.74285 0.17094 4.50058 -0.2698 0.7516 0.4589
H -5.48031 -1.52641 4.96953 0.2862 -0.3643 -0.2829
H -5.39052 -3.67867 3.83785 0.6474 -0.3151 -0.0541
H -3.30425 -4.19016 2.41116 -0.2580 -0.5709 -0.5441
Se 0.38690 1.56068 -0.77436 0.2092 -0.5788 -0.7995
P 0.78270 2.56318 1.03935 0.3964 -0.0165 0.8715
Se 0.29632 1.69991 2.91885 0.0832 -0.1994 0.2811
C -0.07772 4.12706 0.96955 -0.7645 -0.4567 -0.3156
C -1.16658 4.23465 0.13914 0.2799 -0.9722 -0.9934
C -1.84942 5.41451 0.01977 0.1465 0.5271 0.2884
C -1.45314 6.51230 0.75499 1.2528 0.0777 1.2248
C -0.35421 6.39253 1.65521 -0.0242 1.5021 0.6775
C 0.27508 5.16920 1.77948 0.7444 0.7823 0.6484
C 2.52342 3.14341 1.05136 0.5408 -1.5744 0.5709
C 3.45199 2.24925 1.62178 -1.6409 0.8105 -0.3467
C 4.78375 2.53264 1.55294 0.8635 -2.0684 0.7956
C 5.24100 3.61676 0.82991 1.5100 0.1922 0.2000
C 4.35625 4.52900 0.29226 0.5186 -1.0825 0.5715
C 3.00676 4.26149 0.43792 -0.2317 0.9971 -0.9450
H -1.36166 3.36345 -0.50330 -0.2712 0.5410 0.3060
H -2.63404 5.49088 -0.69125 -0.7301 0.1153 -0.4046
H -1.97751 7.44162 0.67603 -0.1654 0.4629 -0.1170
H 0.07925 7.26613 2.30478 -1.2627 -1.5495 -1.4100
H 1.09286 5.01640 2.48529 -0.1639 0.2240 -0.1217
H 3.00897 1.37301 2.07241 0.4320 -0.2141 0.2950
H 5.42152 1.74695 2.04817 -0.1361 1.2143 -0.7846
H 6.33125 3.73385 0.68680 -0.6726 0.0885 0.1566
H 4.78091 5.35558 -0.23413 -0.2809 0.5665 -0.3621
H 2.32854 4.92542 -0.04440 -0.6005 0.5019 -0.2216
Cl -2.32866 -3.65477 -1.84822 -0.1567 -0.3520 0.0363
C -2.39580 -2.38089 -3.02210 0.8863 -0.1232 0.7139
C -1.35988 -1.42383 -2.95822 -1.5401 -0.1513 -1.2625
C -1.53329 -0.42592 -3.92333 -0.0534 -0.2551 1.0735
Cl -0.34454 0.81804 -3.84631 0.2267 0.5611 -0.5911
C -2.64643 -0.29654 -4.77418 0.7991 -0.2503 0.0789
Cl -2.83586 1.14112 -5.67404 -0.2329 0.3671 -0.5708
C -3.54590 -1.33710 -4.86112 -0.4471 -0.5465 0.7008
Cl -4.89387 -1.36408 -5.97746 0.5505 0.4744 0.1448
C -3.43257 -2.39468 -3.92830 0.2378 1.1651 -1.1727
Cl -4.57612 -3.63655 -4.04160 -0.5224 -0.9894 0.3413


Entry 2:
126
Properties=species:S:1:pos:R:3:forces:R:3 method="wB97M-V/def2-TZVPD" fmax_ev_per_a=5.35 smiles="O=[N+]([O-])c1ccccc1.O=[N+]([O-])c1ccccc1.O=[N+]([O-])c1ccccc1.O=[N+]([O-])c1ccccc1.O=[N+]([O-])c1ccccc1.O=[N+]([O-])c1ccccc1.O=[N+]([O-])c1ccccc1.O=[N+]([O-])c1ccccc1.O=[N+]([O-])c1ccccc1" de_lowest_kj_mol=688.79 e_homo_ha=-0.3599 gap_ev=8.89
O 1.04829 14.87786 6.60320 -2.2871 -0.5664 -1.5330
N 0.01006 14.57410 5.96594 0.8611 -1.1146 1.1575
O -0.20828 13.45069 5.46840 0.4091 2.5721 0.6736
C -1.06943 15.62695 5.92141 -1.2474 -0.9284 0.6212
C -1.48129 16.25380 7.10731 1.2063 2.4567 0.2568
C -2.34860 17.37704 7.06316 -0.4345 -1.8176 -2.4003
C -3.00210 17.61867 5.80028 -0.0598 -0.1238 2.6638
C -2.82679 16.78769 4.73794 1.4538 -0.8486 -0.5411
C -1.87067 15.73771 4.81208 -0.3675 0.5652 -0.6654
H -0.90447 16.07966 8.00361 -0.0656 -0.2326 0.1650
H -2.66332 17.98586 7.89785 0.3632 -0.2792 0.2760
H -3.82119 18.32222 5.82257 0.2325 0.4788 -0.3771
H -3.29156 17.02352 3.79203 -0.3613 -0.3986 0.0179
H -1.80023 14.99641 4.02982 0.3066 0.2243 -0.3095
O -11.37668 5.27205 3.72713 -0.2612 2.7246 -0.4661
N -11.56482 6.38083 3.16954 -0.5694 -1.7573 -0.1037
O -11.46734 6.53673 1.95840 -0.0342 0.1485 0.9862
C -12.01390 7.58401 3.94734 -0.9760 1.5264 0.5341
C -11.45515 7.86290 5.23618 -1.4943 -1.1754 -1.3273
C -11.75099 9.06661 5.79551 0.6218 1.5387 0.6263
C -12.46616 10.07504 5.15240 0.4883 -0.1562 0.2848
C -13.17195 9.77055 4.03641 -0.3343 -1.7892 -1.8808
C -12.99970 8.49867 3.38869 2.1304 -0.6622 1.5761
H -11.02594 7.11403 5.88532 0.5889 -0.2188 -0.5699
H -11.31774 9.33078 6.74887 0.0969 -0.2118 0.1790
H -12.43070 11.10549 5.47384 -0.2497 -0.0899 0.5111
H -13.82421 10.51691 3.60758 -0.0862 -0.1098 -0.2359
H -13.53260 8.19418 2.50005 0.0883 0.2391 -0.1223
O -7.37289 11.83840 -2.27879 -0.1020 0.2483 0.1437
N -7.93450 10.76184 -2.17277 2.3678 -0.0163 0.1319
O -7.33028 9.72649 -1.94265 -0.5336 -0.1650 0.1726
C -9.31194 10.72828 -2.40979 -4.6607 1.6734 -2.0237
C -10.07977 9.55798 -2.37945 1.1819 -0.2166 -0.0052
C -11.37768 9.49156 -2.87437 0.6376 0.5815 0.1949
C -11.95895 10.66224 -3.30805 -1.0736 0.0186 -0.7960
C -11.31725 11.88613 -3.30822 1.6904 -0.3205 -0.1255
C -9.97621 11.93039 -2.95608 0.9184 -1.4457 1.6599
H -9.61476 8.62981 -2.08170 0.2087 0.0377 0.1640
H -11.82034 8.51234 -2.98195 -0.3193 0.1504 0.1204
H -12.91358 10.68915 -3.81239 -0.3588 -0.4813 0.2446
H -11.76223 12.74918 -3.78102 -0.1703 0.0631 0.2368
H -9.43820 12.86587 -2.99873 0.2058 -0.1348 -0.1004
O 3.91839 5.78965 5.41993 3.3085 -1.0462 1.4469
N 5.07521 5.65683 5.92676 -0.3100 -1.6521 -1.4476
O 5.84413 4.65949 5.89998 -2.7529 1.2965 -0.3737
C 5.69039 6.79364 6.53193 0.9115 1.7792 -0.3777
C 6.84697 6.68041 7.32050 -0.9858 0.2016 -0.6459
C 7.36910 7.86813 7.80185 1.7175 -0.4633 0.6398
C 6.80406 9.08307 7.60588 -2.0473 1.5081 -1.0582
C 5.67925 9.18370 6.77405 1.7225 -0.1051 0.2338
C 5.26881 8.05829 6.10002 -2.0131 0.4286 1.4779
H 7.32085 5.72330 7.48112 -0.1135 0.0597 0.1096
H 8.33442 7.90834 8.28449 0.0338 -0.5795 0.3846
H 7.12993 10.04086 7.98386 0.6517 -0.3162 0.4580
H 5.24882 10.15855 6.59856 -0.1611 -0.0727 -0.1947
H 4.36810 8.28481 5.54884 0.0284 -1.0327 -0.6557
O -8.00424 -4.70744 14.60362 -0.2521 1.5254 0.3218
N -8.37403 -3.52123 14.64219 -0.5198 -2.0793 -0.1513
O -9.40845 -3.15457 15.19411 1.2973 0.2178 -0.7272
C -7.52902 -2.59110 13.88381 -0.4532 1.5489 -1.0228
C -6.14958 -2.60663 14.04087 -1.5356 -0.0941 0.5759
C -5.39620 -1.62390 13.43103 0.0362 -0.0036 0.1493
C -5.97860 -0.68557 12.57331 -0.8165 -0.3552 -0.0533
C -7.36714 -0.73867 12.32752 0.0294 -1.0519 0.3725
C -8.16052 -1.68349 12.98197 1.1129 -1.1978 1.1465
H -5.73631 -3.32693 14.73135 0.2474 0.0039 -0.0652
H -4.37366 -1.68378 13.77342 0.3868 0.6539 -0.7198
H -5.42872 0.06410 12.02374 0.3544 -0.0225 0.2402
H -7.85858 -0.13102 11.58211 0.2589 0.3060 0.0069
H -9.20792 -1.87626 12.80254 -0.1474 0.5603 -0.0810
O -13.44180 4.17656 17.31758 -0.0680 -0.1572 0.0069
N -14.01767 4.36295 16.27320 -2.4552 1.0677 0.5418
O -15.26426 4.68878 16.21360 3.8733 -1.0492 -0.5650
C -13.18210 4.25896 15.06168 0.1831 -0.7010 -1.6509
C -13.72119 4.65148 13.84636 1.0622 0.9190 -1.8176
C -12.92447 4.58264 12.64373 1.2911 -1.5964 1.8552
C -11.62183 3.94950 12.68528 -2.5291 1.8409 -0.0260
C -11.14512 3.48352 13.89916 -0.3548 0.6702 -1.2005
C -11.90362 3.67164 15.03058 0.2157 -0.7023 1.5022
H -14.66075 5.18377 13.82935 -0.2150 -0.2713 -0.0105
H -13.23261 4.91226 11.66251 -0.5028 0.2765 0.2563
H -11.05220 4.02554 11.77087 0.2362 -0.5119 0.0289
H -10.16183 3.03813 13.93349 -0.0254 -0.0921 0.3185
H -11.37600 3.25170 15.87419 -0.7039 0.3013 0.7597
O -4.58728 5.84089 8.77847 1.0135 0.1218 -0.4429
N -4.91701 5.43809 7.67907 -1.8175 0.7697 0.4053
O -5.79270 4.57932 7.56355 1.1050 0.5015 -0.9674
C -4.41995 6.19754 6.44998 -0.0037 -0.8372 -0.3986
C -3.08470 6.69190 6.44434 -2.2123 -0.8191 0.1829
C -2.64046 7.21536 5.25120 -0.2915 -0.3842 -0.6178
C -3.44958 7.22336 4.11279 -0.5621 0.0330 0.6523
C -4.80357 6.74709 4.13032 2.3540 0.6260 0.0939
C -5.29164 6.21983 5.30884 1.1744 0.3015 0.9181
H -2.45134 6.63943 7.31755 -0.1586 -0.1118 0.0980
H -1.60700 7.51311 5.15268 -0.0023 0.2694 0.0705
H -2.92905 7.68672 3.28772 -0.6402 -0.2289 -0.6658
H -5.39063 6.73496 3.22390 -0.0949 0.1660 0.0500
H -6.32519 5.90703 5.29055 0.1233 -0.4113 0.6222
O -0.38262 10.91211 -1.52875 0.7088 0.1969 -2.8448
N -0.10973 10.85649 -2.74431 -0.6875 -1.3944 -0.9960
O -0.87089 11.01283 -3.71546 0.1886 0.6775 2.1923
C 1.20188 10.31945 -3.24022 0.5839 -1.6471 1.7563
C 1.80967 9.29109 -2.47776 -1.0699 0.6982 0.1681
C 3.05526 8.82138 -2.82083 0.0747 1.4642 0.8934
C 3.71441 9.49718 -3.83089 1.0640 -2.2069 -0.6439
C 3.03334 10.21973 -4.76242 -0.6890 1.1274 -0.2180
C 1.73886 10.63524 -4.46635 -0.5345 0.8233 0.0354
H 1.28426 8.86747 -1.63461 -0.0627 0.2095 0.1673
H 3.60318 8.18975 -2.13729 -0.1359 -0.3745 -0.1870
H 4.72581 9.16609 -4.01485 0.2745 0.3419 -0.1754
H 3.49089 10.56205 -5.67887 0.1037 -0.0384 0.0056
H 1.14298 11.24792 -5.12662 0.1875 0.1225 -0.1507
O -0.07641 10.87354 12.06404 -0.9205 0.5251 0.9217
N -0.40532 11.67555 12.92925 2.1580 1.1929 0.2279
O -1.49534 11.98542 13.33518 -0.8517 -0.9076 -0.3494
C 0.70345 12.53514 13.52998 0.4603 0.4628 -1.6937
C 0.49962 13.29792 14.68135 0.7410 -0.0965 1.1558
C 1.52652 14.14719 15.07268 0.1453 0.3072 -0.3335
C 2.63239 14.30274 14.28791 1.1101 1.9601 1.1463
C 2.80809 13.71250 13.10501 -1.2061 -1.0122 -1.2801
C 1.80415 12.82539 12.68934 0.8906 0.2397 0.1763
H -0.28053 13.25511 15.42696 -0.6826 -0.5656 -0.7016
H 1.56966 14.87584 15.86867 -1.0395 -0.5321 0.6626
H 3.32653 15.08690 14.55184 0.2460 -0.0030 0.3247
H 3.58260 14.08571 12.45136 0.1191 -0.5233 -0.1971
H 2.04897 12.53716 11.67772 -1.1711 -1.0431 -0.0663